Entry 1:
Here is a 13-piece molecular cluster, C3H29N2O12 overall at a distorted geometry from the OMol25 dataset. Energies are from ωB97M-V with the def2-TZVPD basis set.

orbital gap: 9.8104 eV
charge: +1

Last column: Mulliken charge in e.
Positions of all 46 atoms, in Å:
C: 1.07526 -2.88988 -0.22707  -0.186
C: 0.02530 -2.94999 0.74310  -0.739
N: -1.16515 -2.91240 0.01907  0.088
C: -0.96615 -2.63187 -1.29689  -0.277
N: 0.46772 -2.59115 -1.40941  0.191
H: 2.20231 -2.99328 -0.15915  0.339
H: 0.02992 -3.20680 1.77297  0.546
H: -2.01774 -3.09699 0.55589  0.265
H: -1.68201 -2.76474 -2.10808  0.382
H: 0.90721 -2.42863 -2.37229  0.286
H: -2.77682 3.50003 -1.77137  0.275
H: -3.91771 2.49328 -1.59081  0.306
O: -2.97401 2.59832 -1.79437  -0.556
H: 3.19729 0.54642 0.70301  0.378
H: 4.66352 0.18927 0.85397  0.271
O: 3.80490 -0.15563 0.64684  -0.573
H: 1.60206 1.18177 1.76951  0.350
H: 1.90873 2.57320 1.27716  0.398
O: 2.28990 1.90246 1.84853  -0.673
H: -1.49451 2.77767 3.48649  0.314
H: -2.37900 1.58097 3.00678  0.328
O: -1.90677 1.95276 3.77762  -0.684
H: -0.70088 -0.00527 -1.38203  0.303
H: -1.95143 -0.14169 -2.25129  0.278
O: -1.49542 -0.55611 -1.58042  -0.442
H: 3.90410 -0.25061 -2.26350  0.280
H: 3.74369 -1.77692 -1.88872  0.296
O: 3.42521 -1.01828 -2.39794  -0.628
H: -2.28928 0.88570 0.13154  0.309
H: -3.80238 0.77016 0.07154  0.278
O: -3.04175 0.95621 0.77001  -0.594
H: 0.20807 2.22805 -0.52224  0.354
H: 1.32672 1.15004 -0.96163  0.260
O: 0.46950 1.43454 -1.13906  -0.640
H: 2.40834 -1.55448 -3.35467  0.491
H: 1.05082 -1.32666 -3.97274  0.329
O: 1.66882 -2.00343 -3.82326  -0.799
H: -0.25856 0.13167 1.22823  0.191
H: -0.67210 0.76171 2.60500  0.201
O: -0.09080 0.75650 1.78468  -0.413
H: 0.52122 4.40879 0.19226  0.219
H: -0.32821 3.58977 1.10620  0.238
O: 0.34031 3.58679 0.49102  -0.525
H: -0.99153 -1.47038 3.13249  0.260
H: -2.52140 -1.56642 3.46539  0.274
O: -1.81733 -1.66446 2.82766  -0.550

***

Entry 2:
Here is C3H2AgFO2 as an isolated structure at a distorted geometry from the OMol25 dataset. Energies are from ωB97M-V with the def2-TZVPD basis set.

orbital gap: 7.0242 eV
charge: 0

Last column: Mulliken charge in e.
Positions of all 9 atoms, in Å:
C: 1.35423 -0.73904 0.85252  -0.493
C: 0.94570 -0.19134 -0.42238  0.972
O: 2.27312 -0.31337 -0.26040  -0.323
F: 0.41175 1.10942 -0.34232  -0.265
Ag: -1.94849 1.15879 0.61527  0.647
O: -1.05628 -0.88282 0.56818  -0.747
C: -0.23143 -1.43739 -0.39730  -0.441
H: -0.55852 -1.48388 -1.45574  0.334
H: 0.08561 -2.48409 -0.23230  0.317

***

Entry 3:
Here is C3H2BeFO2 as an isolated structure at a distorted geometry from the OMol25 dataset. Energies are from ωB97M-V with the def2-TZVPD basis set.

spin multiplicity: 2
orbital gap (spin up / spin down): 5.2061 / 3.1218 eV
charge: 0

Last column: Mulliken charge in e.
Positions of all 9 atoms, in Å:
C: -0.10019 0.33517 0.54341  -0.151
O: 0.32381 -0.09543 -1.48688  -0.332
C: -0.04559 -0.90433 -0.43499  0.490
C: 0.23637 0.99867 -0.56948  -0.078
O: -0.55126 -1.98919 -0.61188  -0.155
Be: -0.25712 -2.88948 0.31892  0.004
H: -0.77945 0.47073 1.41599  0.317
H: 0.68514 1.95473 -0.83299  0.357
F: 0.48829 2.11912 1.65790  -0.451

***

Entry 4:
Here is C3H2BiFO2 as an isolated structure at a distorted geometry from the OMol25 dataset. Energies are from ωB97M-V with the def2-TZVPD basis set.

spin multiplicity: 2
orbital gap (spin up / spin down): 6.8731 / 6.8824 eV
charge: +1

Last column: Mulliken charge in e.
Positions of all 9 atoms, in Å:
C: 0.46253 -0.73855 0.89040  -0.185
O: 0.44457 0.32799 -1.16358  -0.218
C: -0.74149 0.77035 -0.66172  0.306
C: 1.07070 -0.52049 -0.27252  0.047
O: -1.01093 1.94417 -0.96113  -0.342
Bi: -2.97432 1.32386 -0.38023  0.948
H: 0.03078 -0.02378 1.59649  0.322
H: 1.81993 -1.17959 -0.71131  0.359
F: 0.89822 -1.90396 1.66359  -0.236

***

Entry 5:
Here is C3H2Br2 as an isolated structure at a distorted geometry from the OMol25 dataset. Energies are from ωB97M-V with the def2-TZVPD basis set.

orbital gap (spin up / spin down): 8.3094 / 7.6435 eV
charge: 0

Last column: Mulliken charge in e.
Positions of all 7 atoms, in Å:
C: -1.44427 0.29662 -0.42178  -0.451
C: 0.86157 -0.05335 0.42529  0.008
C: -0.58081 -0.39812 0.26658  -0.096
Br: 2.05075 -1.42310 -0.09711  -0.051
Br: 1.46970 1.67224 -0.05218  -0.069
H: -1.57111 1.31383 -0.71982  0.343
H: -0.78583 -1.40813 0.59901  0.318

***

Entry 6:
Here is C3H2Br2 as an isolated structure from the OMol25 dataset. Energies are from ωB97M-V with the def2-TZVPD basis set.

orbital gap: 7.7573 eV
charge: 0

Last column: Mulliken charge in e.
Positions of all 7 atoms, in Å:
C: 0.08138 0.51396 0.44265  -0.310
C: -0.01941 -0.29582 -0.43516  -0.418
C: -0.92129 -2.56431 0.26448  -0.112
Br: -2.16257 -2.16171 1.57093  0.035
Br: -1.69124 -3.30859 -1.25334  0.010
H: 0.14054 1.15265 1.27504  0.391
H: -0.01981 -0.88675 -1.30187  0.403